{
  "formula": "C11H18NOP",
  "method": "ωB97M-V with the def2-TZVPD basis set",
  "elements": ["C", "N", "P", "O", "C", "C", "C", "C", "C", "C", "C", "C", "C", "C", "H", "H", "H", "H", "H", "H", "H", "H", "H", "H", "H", "H", "H", "H", "H", "H", "H", "H"],
  "positions_angstrom": [[2.75535, 0.81809, -0.22387], [1.93564, -0.31872, -0.46247], [0.60487, -0.66486, 0.54917], [0.97047, -1.45268, 1.79050], [-0.22652, 0.94935, 0.73162], [-0.49599, 1.31386, 2.02528], [-0.81837, 2.61045, 2.26240], [-1.01910, 3.51020, 1.18759], [-0.68981, 3.09848, -0.12076], [-0.11517, 1.84169, -0.33617], [-0.51792, -1.78028, -0.53920], [-0.66436, -1.24780, -2.02428], [0.18893, -3.15113, -0.57890], [-1.87010, -1.86137, 0.04850], [2.13701, 1.63300, 0.24889], [3.60811, 0.69615, 0.28590], [3.04607, 1.22472, -1.17757], [2.29784, -1.07310, -0.93719], [-0.49562, 0.55164, 2.87030], [-1.01877, 3.01095, 3.22676], [-1.45861, 4.49340, 1.29986], [-0.89322, 3.80359, -0.86689], [0.30526, 1.43688, -1.26480], [-1.37408, -0.47997, -2.01175], [0.35030, -0.89015, -2.39566], [-0.99387, -2.08722, -2.80935], [-0.30255, -3.97656, -1.24805], [0.30178, -3.45288, 0.51767], [1.31869, -3.15645, -0.95226], [-1.78822, -1.88897, 1.24708], [-2.42314, -0.92157, -0.08640], [-2.65485, -2.58876, -0.25595]],
  "forces_ev_per_a": [[-2.98, 2.26, -1.75], [-2.87, 1.11, 1.94], [0.46, -2.28, -0.32], [-0.85, 1.51, -1.05], [2.31, -1.41, -0.64], [-0.45, -1.31, 1.66], [-1.04, 2.36, -0.81], [0.50, -1.55, -0.62], [0.28, -0.38, 1.55], [-1.46, -0.11, 0.38], [1.50, -0.24, -2.67], [2.12, -2.44, -0.86], [1.90, -1.59, 0.43], [-2.00, 0.79, 4.01], [0.86, -0.90, -0.27], [3.05, -0.89, 2.37], [0.20, 0.40, -0.60], [1.06, -1.79, -1.09], [0.27, 1.04, -1.32], [-0.10, -0.11, 0.85], [0.18, -0.04, 0.34], [0.11, 0.73, -1.33], [-0.40, 0.64, 0.19], [-0.97, 1.34, -0.40], [-1.37, -0.24, 0.33], [0.49, 1.64, 1.97], [0.46, 1.68, 1.44], [-0.32, -0.20, -1.56], [-2.26, 0.47, 0.56], [-0.23, -0.42, -2.46], [0.33, 0.16, -0.13], [1.23, -0.21, -0.12]],
  "charge": 0,
  "fmax_ev_per_a": 4.6,
  "lumo_ha": 0.0250,
  "smiles": "CN[P@@](=O)(c1ccccc1)C(C)(C)C",
  "e_above_lowest_kcal_mol": 6.2,
  "total_energy_ha": -901.2787,
  "gap_ev": 9.98
}

{
  "formula": "C11H18O2",
  "method": "ωB97M-V with the def2-TZVPD basis set",
  "elements": ["C", "C", "C", "C", "O", "O", "C", "C", "C", "C", "C", "C", "C", "H", "H", "H", "H", "H", "H", "H", "H", "H", "H", "H", "H", "H", "H", "H", "H", "H", "H"],
  "positions_angstrom": [[0.05187, -0.72739, -3.26465], [-0.28759, 0.25643, -2.20919], [0.46409, -0.02747, -1.02839], [1.79543, 0.62539, -1.12971], [2.37713, 0.80836, -2.17917], [2.19440, 1.21169, 0.06143], [-0.01791, -0.71693, 0.02705], [-1.51739, -0.96596, 0.08728], [-2.50330, 0.06865, 0.73128], [-2.00436, 0.71545, 1.94156], [-1.13816, -0.23248, 2.86730], [0.37227, -0.10882, 2.49907], [0.76900, -1.01970, 1.30720], [-0.23028, -0.31121, -4.34309], [1.12147, -1.03478, -3.07486], [-0.50931, -1.73464, -3.22484], [-1.39162, 0.60896, -2.12615], [0.14886, 1.34573, -2.51440], [1.37558, 1.21941, 0.65354], [-1.79609, -1.79862, 0.77032], [-1.91481, -1.27208, -0.85759], [-3.45064, -0.50378, 0.96704], [-2.77675, 0.88913, 0.01176], [-1.37142, 1.53373, 1.69681], [-2.71548, 1.32936, 2.58464], [-1.21181, -0.04278, 3.91938], [-1.61096, -1.21617, 2.84484], [0.49558, 0.99672, 2.43052], [0.95456, -0.26642, 3.54124], [1.89943, -1.00963, 1.17578], [0.50776, -2.09636, 1.51413]],
  "forces_ev_per_a": [[-0.63, -1.84, -2.76], [-2.06, 5.00, -2.17], [0.01, -0.96, 2.56], [0.83, 0.79, 0.15], [-0.02, -0.31, 1.79], [-1.30, -0.19, -0.17], [-0.07, 1.65, 0.60], [-0.88, -1.07, 1.65], [-1.50, 0.16, -1.98], [0.74, 0.85, 3.68], [-0.50, 0.57, -0.79], [-0.25, -0.60, 2.81], [1.10, -0.64, -0.01], [1.20, -0.90, 2.15], [-0.99, 0.58, -1.11], [0.45, 1.55, 0.39], [1.56, -1.43, 0.25], [-0.96, -2.49, 0.03], [1.69, -0.14, -1.00], [1.07, -0.17, -0.61], [-0.12, 0.01, -0.72], [0.91, 0.55, -0.46], [0.10, -0.84, 0.39], [1.02, 0.65, -0.66], [-0.04, -1.35, -0.90], [-0.27, 0.92, 0.56], [0.61, -0.41, -0.46], [0.32, -0.67, -0.79], [-0.80, -0.40, -2.63], [-1.47, 0.10, -0.15], [0.24, 1.03, 0.35]],
  "charge": 0,
  "fmax_ev_per_a": 5.8,
  "lumo_ha": 0.0178,
  "smiles": "CCC(C(=O)O)=C1CCCCCC1",
  "e_above_lowest_kcal_mol": 3.1,
  "total_energy_ha": -580.3364,
  "gap_ev": 9.99
}

{
  "formula": "C11H18OP",
  "method": "ωB97M-V with the def2-TZVPD basis set",
  "elements": ["C", "C", "C", "C", "C", "C", "C", "C", "C", "C", "C", "O", "P", "H", "H", "H", "H", "H", "H", "H", "H", "H", "H", "H", "H", "H", "H", "H", "H", "H", "H"],
  "positions_angstrom": [[3.81221, -0.61335, -0.17813], [3.23114, 0.25311, 0.75331], [3.03560, -1.23102, -1.20498], [1.88655, 0.44669, 0.77975], [1.65515, -1.07326, -1.13974], [1.12987, -0.21681, -0.20823], [-0.67766, -1.07766, 2.37271], [-1.40948, 2.69766, -0.28215], [-2.58070, -1.37726, -1.45881], [-1.26434, 0.11540, 1.60295], [-1.10506, 1.48205, -1.17352], [-1.32903, -1.32458, -0.84955], [-0.64141, 0.01369, -0.16946], [4.94518, -0.75322, -0.00618], [3.84695, 0.55708, 1.44939], [3.40865, -1.76497, -1.96955], [1.31649, 0.95255, 1.47393], [1.15354, -1.50786, -1.99256], [-0.88493, -2.03224, 2.04266], [0.35421, -0.99401, 2.43887], [-0.99651, -1.08049, 3.48233], [-2.20023, 2.52944, 0.54374], [-0.48104, 2.83661, 0.13333], [-1.61776, 3.58110, -0.99984], [-3.20908, -0.42934, -1.52016], [-3.24905, -2.07292, -0.97646], [-2.51443, -1.65304, -2.48154], [-1.00766, 1.09005, 1.84342], [-2.29647, -0.20344, 1.41587], [-0.41134, 1.67516, -1.99435], [-1.89937, 1.17490, -1.72703]],
  "forces_ev_per_a": [[1.11, -0.43, -0.70], [-1.69, -2.47, -3.03], [-0.45, 2.53, 4.16], [-0.65, -1.64, -2.41], [1.56, 0.25, -1.38], [-1.32, -0.04, 0.77], [-0.73, 2.33, 3.29], [-2.21, 0.27, -1.65], [-2.70, 1.45, -0.43], [0.01, -3.74, -2.96], [0.96, -0.14, 1.48], [2.02, 1.67, 1.22], [-0.83, -1.06, -0.63], [-2.00, -0.01, -0.90], [2.80, 2.09, 3.62], [1.63, -1.93, -2.28], [-0.43, 1.43, 1.73], [-0.79, -0.06, 0.40], [-0.84, -1.80, -1.30], [2.09, 0.08, 0.05], [0.12, 0.28, -1.73], [1.14, 0.39, -1.70], [2.02, 1.25, 1.64], [0.00, -1.32, 1.60], [1.17, -0.63, 0.55], [0.19, -0.46, 0.44], [0.56, -0.52, -0.91], [-0.18, 1.74, 1.41], [-0.36, 1.28, 0.36], [0.72, 0.10, 0.62], [-2.92, -0.90, -1.33]],
  "charge": 1,
  "fmax_ev_per_a": 5.0,
  "lumo_ha": -0.1069,
  "e_above_lowest_kcal_mol": 11.9,
  "total_energy_ha": -846.2469,
  "gap_ev": 10.26
}

{
  "formula": "C11H19AuCl3GeN4O5S",
  "method": "ωB97M-V with the def2-TZVPD basis set",
  "elements": ["Au", "N", "C", "O", "C", "C", "H", "H", "H", "H", "H", "H", "C", "C", "S", "O", "O", "C", "C", "N", "C", "N", "C", "C", "N", "O", "O", "C", "H", "H", "H", "H", "H", "H", "H", "H", "H", "H", "H", "H", "H", "Cl", "Ge", "Cl", "Cl"],
  "positions_angstrom": [[0.09286, -2.89417, -0.27794], [1.27496, -6.97287, -0.10924], [1.16586, -5.66267, -0.01614], [0.04776, -5.10487, 0.00016], [2.41646, -4.83577, 0.12136], [2.24076, -3.47847, -0.51264], [0.44786, -7.55207, -0.17144], [2.16626, -7.44597, -0.11564], [3.28116, -5.35607, -0.30694], [2.59716, -4.72457, 1.19816], [2.37306, -3.49267, -1.58674], [2.82636, -2.69937, -0.04544], [-0.44494, 5.43123, 2.04246], [-0.68964, 5.21643, 0.58186], [0.33736, 3.74273, 0.07136], [-0.02464, 2.60083, 0.86236], [1.69986, 4.15613, 0.08446], [-0.04844, 3.34603, -1.71464], [-1.17704, 2.35793, -1.95834], [-1.11664, 1.15193, -1.16034], [-0.43004, 0.02763, -1.43804], [-0.64824, -0.89017, -0.49904], [-1.49364, -0.35497, 0.41066], [-1.80024, 0.91913, 0.01566], [-2.61624, 1.84703, 0.72296], [-3.15744, 1.43233, 1.70776], [-2.69524, 2.97783, 0.28086], [0.42166, -0.16027, -2.62544], [-0.77874, 6.44063, 2.31146], [0.61736, 5.39283, 2.28696], [-0.98694, 4.71173, 2.65406], [-0.31554, 6.02253, -0.04604], [-1.71704, 4.93993, 0.35136], [0.91736, 2.99363, -2.07304], [-0.28804, 4.29463, -2.18484], [-1.14114, 2.07423, -3.01724], [-2.13804, 2.84013, -1.76384], [-1.85034, -0.87777, 1.27746], [-0.15114, -0.00437, -3.53994], [0.81416, -1.17397, -2.63764], [1.25676, 0.53853, -2.62534], [0.89676, -1.39157, 3.01376], [-0.39574, -3.17837, 2.71686], [0.49156, -4.66597, 4.04996], [-2.27834, -2.53917, 3.66396]],
  "forces_ev_per_a": [[0.23, -0.70, 0.31], [-0.21, -0.22, -0.02], [0.76, -0.23, 0.06], [-0.53, 0.58, -0.21], [-0.15, -0.02, 0.20], [0.37, -0.15, 0.00], [-0.01, 0.11, 0.04], [-0.02, 0.17, 0.03], [-0.05, 0.09, 0.07], [-0.01, -0.11, -0.08], [-0.19, 0.09, -0.27], [-0.05, 0.21, 0.09], [0.08, 0.48, 0.72], [0.54, -1.46, -0.95], [-0.51, 2.19, -0.91], [-0.51, -1.54, 0.64], [0.55, -0.01, -0.19], [0.29, 0.09, 1.43], [-0.19, 1.14, -1.01], [-1.49, 0.09, 1.27], [0.49, 0.40, -1.03], [-0.99, -0.76, 1.91], [1.32, -2.64, -0.13], [1.36, 1.95, -2.08], [-0.72, 1.82, -0.09], [-0.03, -0.77, 0.46], [-0.25, -0.54, -0.03], [-0.15, -0.26, 0.22], [-0.05, -0.25, -0.04], [-0.02, -0.06, -0.02], [0.06, 0.02, 0.00], [-0.07, 0.02, -0.07], [0.03, 0.35, -0.05], [0.04, 0.03, -0.08], [0.04, 0.07, -0.18], [-0.12, -0.11, 0.25], [0.25, -0.29, -0.19], [-0.12, -0.10, 0.32], [-0.09, 0.12, -0.08], [0.01, 0.00, 0.06], [0.07, 0.19, 0.03], [-0.45, -0.55, -0.48], [0.28, 0.42, 1.66], [-0.38, 0.45, -0.86], [0.60, -0.27, -0.71]],
  "charge": 2,
  "fmax_ev_per_a": 3.2,
  "lumo_ha": [-0.2916, -0.4239],
  "spin_multiplicity": 4,
  "e_above_lowest_kcal_mol": 26.9,
  "total_energy_ha": -5016.4395,
  "gap_ev": [6.80, 4.42]
}

{
  "formula": "C11H19BN8O2STi",
  "method": "ωB97M-V with the def2-TZVPD basis set",
  "elements": ["Ti", "B", "N", "C", "C", "C", "N", "N", "C", "C", "C", "N", "H", "H", "H", "H", "H", "H", "H", "H", "N", "N", "C", "O", "O", "H", "H", "H", "S", "C", "N", "C", "C", "C", "N", "H", "H", "H", "H", "H", "H", "H", "H"],
  "positions_angstrom": [[0.27809, 1.20314, -0.22500], [-1.00349, -0.78728, 2.39667], [-0.85313, 0.73105, 2.68081], [-1.20251, 1.41263, 3.77450], [-0.73178, 2.71057, 3.66453], [-0.08534, 2.73953, 2.43547], [-0.16091, 1.53794, 1.85223], [-1.68274, -0.95340, 0.99467], [-2.76196, -1.68283, 0.70892], [-3.04634, -1.56306, -0.64189], [-2.06634, -0.70850, -1.12084], [-1.23369, -0.35362, -0.13017], [-1.73732, -1.26474, 3.21975], [0.08770, -1.29784, 2.38517], [-1.75628, 0.92395, 4.55787], [-0.84569, 3.51523, 4.36842], [0.41185, 3.55496, 1.93576], [-3.26165, -2.22781, 1.49145], [-3.85820, -2.00925, -1.18783], [-1.95390, -0.29793, -2.11085], [0.18183, 1.07779, -2.46705], [-0.79534, 1.97083, -2.95471], [-1.14374, 2.98666, -2.03461], [-1.74756, 3.96037, -2.40218], [-0.77721, 2.69047, -0.81175], [1.13637, 1.33406, -2.71824], [0.02543, 0.14821, -2.84066], [-0.66373, 2.30195, -3.89953], [2.50109, 1.79842, -0.21725], [1.99085, 0.15470, -0.61844], [1.99986, -0.72636, 0.50083], [1.59987, -2.11502, 0.33664], [2.27729, -2.68572, -0.89938], [1.98717, -1.77270, -2.08204], [2.45268, -0.39820, -1.86242], [1.96742, -0.31459, 1.41942], [0.51351, -2.21714, 0.22524], [1.88756, -2.66113, 1.23326], [1.90136, -3.69210, -1.09505], [3.35734, -2.75110, -0.74188], [0.90171, -1.74605, -2.23973], [2.44174, -2.14321, -3.00103], [3.46815, -0.38285, -1.87910]],
  "forces_ev_per_a": [[-0.05, -0.10, 0.11], [0.01, 0.03, -0.03], [0.01, -0.03, 0.03], [-0.01, -0.03, -0.03], [0.02, 0.05, 0.02], [-0.06, -0.06, -0.01], [0.01, 0.04, -0.04], [0.00, -0.02, 0.02], [0.05, 0.04, 0.05], [-0.05, -0.02, -0.06], [0.01, 0.00, 0.06], [0.00, -0.03, -0.04], [-0.01, 0.00, -0.01], [0.00, -0.01, 0.01], [0.00, 0.01, 0.01], [0.00, 0.00, 0.00], [-0.01, 0.00, -0.01], [0.00, -0.01, 0.00], [0.00, 0.00, 0.00], [0.00, 0.00, -0.01], [-0.01, -0.04, -0.09], [0.03, -0.03, 0.08], [-0.01, -0.02, -0.11], [0.04, 0.02, 0.02], [-0.04, 0.10, 0.04], [0.00, 0.00, -0.01], [-0.01, 0.01, 0.01], [-0.01, 0.03, 0.01], [0.11, 0.06, -0.01], [0.06, -0.07, -0.05], [-0.14, 0.11, -0.01], [0.02, -0.01, -0.02], [-0.01, -0.02, 0.00], [-0.01, 0.04, 0.00], [-0.01, -0.04, 0.05], [0.05, -0.02, 0.01], [0.01, 0.00, 0.00], [-0.01, 0.01, 0.01], [0.01, 0.00, 0.00], [0.00, 0.00, 0.00], [0.00, -0.01, -0.01], [0.00, 0.01, 0.00], [-0.01, 0.04, -0.01]],
  "charge": 0,
  "fmax_ev_per_a": 0.2,
  "lumo_ha": 0.0043,
  "e_above_lowest_kcal_mol": 0.0,
  "total_energy_ha": -2291.7541,
  "gap_ev": 7.84
}

{
  "formula": "C11H19Cl2F2N3O12",
  "method": "ωB97M-V with the def2-TZVPD basis set",
  "elements": ["O", "C", "O", "C", "C", "F", "O", "H", "H", "H", "O", "C", "O", "C", "C", "F", "O", "H", "H", "H", "C", "N", "O", "O", "H", "H", "H", "C", "N", "O", "O", "H", "H", "H", "C", "N", "O", "O", "H", "H", "H", "Cl", "C", "C", "Cl", "H", "H", "H", "H"],
  "positions_angstrom": [[-1.69454, -4.05235, 5.10730], [-2.17598, -3.12434, 4.52993], [-3.05599, -2.29676, 5.04115], [-3.53661, -1.38279, 4.03459], [-2.87995, -1.89437, 2.78858], [-2.18967, -0.90795, 2.08823], [-1.90029, -2.80853, 3.23232], [-4.62215, -1.34421, 4.03331], [-3.20828, -0.36556, 4.25767], [-3.54818, -2.30783, 2.02396], [0.16385, 2.97646, 3.66254], [1.18462, 3.04527, 3.05126], [1.65771, 4.11632, 2.42468], [2.81945, 3.75821, 1.68683], [3.23579, 2.43634, 2.36573], [4.13654, 2.63697, 3.36909], [2.02488, 1.99493, 2.90875], [2.54197, 3.72051, 0.63136], [3.61919, 4.49960, 1.72719], [3.65185, 1.74781, 1.63081], [0.47325, -0.41098, 0.97447], [1.73404, 0.07789, 0.33911], [1.68137, 1.19858, -0.13984], [2.77012, -0.53092, 0.50591], [0.61281, -1.46358, 1.16072], [-0.22968, -0.25047, 0.15902], [0.20546, 0.21849, 1.81502], [-2.34220, 0.05093, -3.99770], [-2.18335, 1.06159, -2.85158], [-3.09801, 1.82407, -2.66601], [-1.21856, 0.92456, -2.13004], [-2.13478, -0.90702, -3.53137], [-1.69266, 0.41883, -4.78179], [-3.40545, 0.07484, -4.21032], [0.51499, -3.75504, -1.03633], [-0.93302, -3.37444, -0.94791], [-1.23412, -2.54070, -0.11957], [-1.67440, -3.81642, -1.79399], [0.97766, -3.38109, -0.13619], [0.91851, -3.32689, -1.95170], [0.49918, -4.82854, -1.21563], [3.27866, 0.15521, -4.22435], [1.68958, 0.84481, -3.85572], [1.60481, 2.21414, -4.43626], [1.63441, 2.19206, -6.24598], [1.64298, 0.95528, -2.77193], [0.84257, 0.27983, -4.23560], [2.22754, 3.00484, -4.02237], [0.61408, 2.64245, -4.24732]],
  "forces_ev_per_a": [[-0.07, 0.66, -0.37], [1.13, -1.64, 0.19], [-1.31, 1.18, 0.34], [0.20, 0.50, 0.83], [0.97, 0.31, -1.73], [-0.42, -0.05, 0.69], [-0.90, 0.03, -0.25], [-0.03, -0.48, -0.11], [0.28, -0.12, 0.03], [0.18, -0.34, 0.36], [0.29, 0.13, -0.32], [-1.00, -0.13, 0.71], [0.10, 0.77, -0.04], [0.55, 0.04, -0.01], [-0.30, 0.62, -1.45], [-0.03, 0.09, 0.01], [0.73, -0.65, -0.08], [0.01, -0.72, 0.10], [-0.24, 0.13, 0.61], [-0.11, -0.38, 0.39], [0.04, -0.15, -1.65], [0.46, 1.21, 1.80], [-0.02, -0.09, -0.56], [-0.18, -0.46, -0.39], [-0.16, 0.00, 0.46], [-0.42, -0.16, 0.35], [0.34, -0.04, 0.13], [-0.54, 0.84, 1.38], [-0.66, -1.34, -0.06], [0.05, 0.51, -0.08], [0.45, 0.26, -0.10], [0.59, -0.05, -0.39], [0.02, -0.46, -0.24], [0.12, 0.19, -0.52], [-0.72, -0.47, -0.37], [0.58, 0.87, -0.68], [-0.28, -0.30, 0.23], [-0.25, -0.33, 0.00], [0.34, -0.30, 0.03], [-0.09, 0.37, 0.14], [0.32, -0.02, 0.52], [0.02, -0.54, -0.06], [0.29, 0.84, 0.43], [-1.56, 1.33, -0.56], [0.33, 0.06, 0.41], [-0.20, -0.23, -0.02], [0.37, -0.52, 0.03], [0.81, -0.53, -0.31], [-0.11, -0.43, 0.19]],
  "charge": 0,
  "fmax_ev_per_a": 2.2,
  "lumo_ha": -0.0121,
  "smiles": "O=C1OC[C@@H](F)O1.O=C1OC[C@@H](F)O1.C[N+](=O)[O-].C[N+](=O)[O-].C[N+](=O)[O-].ClCCCl",
  "e_above_lowest_kcal_mol": 15.4,
  "total_energy_ha": -2617.5407,
  "gap_ev": 10.52
}